Entry 1:
DFT (ωB97M-V/def2-TZVPD) results for C10H11N in the gas phase at a distorted geometry.

Calculated values
Largest force on an atom (eV/Å): 8.57
DFT total energy (eV): -12033.0801
LUMO energy (Ha): 0.033

The geometry in ORCA input format:
```
! wB97M-V def2-TZVPD RIJCOSX def2/J DEFGRID3
* xyz 0 1
C 0.424 0.336 1.942
C 1.430 0.762 -0.213
C 0.659 2.015 0.465
C -0.561 0.988 1.012
C -0.817 -0.006 0.070
C -1.839 -0.697 -0.259
C -1.880 -1.620 -1.259
C -0.751 -1.840 -2.049
C 0.410 -1.124 -1.842
C 0.309 -0.017 -0.889
H 0.847 1.104 2.726
H -0.148 -0.480 2.357
H 2.618 0.255 1.592
H 2.278 0.936 -0.716
H 0.364 2.714 -0.346
H 1.238 2.468 1.325
H -1.447 1.490 1.393
H -2.674 -0.752 0.539
H -2.526 -2.499 -1.237
H -0.608 -2.890 -2.556
H 1.030 -1.197 -3.003
N 1.644 0.058 0.950
*
```

Löwdin atomic charges, in units of e:
1 C -0.136
2 C -0.330
3 C -0.025
4 C -0.234
5 C -0.255
6 C -0.095
7 C -0.097
8 C -0.162
9 C -0.043
10 C -0.045
11 H 0.134
12 H 0.106
13 H 0.198
14 H 0.104
15 H 0.102
16 H 0.111
17 H 0.149
18 H 0.155
19 H 0.105
20 H 0.134
21 H 0.183
22 N -0.058

Entry 2:
DFT (ωB97M-V/def2-TZVPD) results for an isolated ion of composition C10H11N2O and charge -1 at a distorted geometry.

Calculated values
Largest force on an atom (eV/Å): 4.10
DFT total energy (eV): -15571.5576
LUMO energy (spin up / spin down) (Ha): 0.134 / 0.134

The geometry in ORCA input format:
```
! wB97M-V def2-TZVPD RIJCOSX def2/J DEFGRID3
* xyz -1 1
C 3.734 -0.078 -0.197
C 0.847 0.537 -1.423
C -0.470 0.483 -1.496
C 0.741 -0.959 0.464
C -0.589 -0.856 0.492
C 1.296 0.303 -0.057
C -1.097 0.432 -0.134
C -1.577 -1.936 0.847
C -2.574 0.733 -0.127
C 2.693 0.828 0.311
N 4.533 -0.745 -0.614
N -0.176 1.528 0.555
O -0.224 1.551 1.786
H 1.534 0.652 -2.400
H -1.055 0.681 -2.431
H 1.349 -1.475 1.117
H -2.667 -1.467 0.782
H -1.346 -2.523 1.708
H -1.703 -2.716 0.059
H -3.022 0.532 0.881
H -3.135 0.100 -0.762
H -2.785 1.733 -0.586
H 2.780 0.889 1.363
H 2.911 1.771 -0.138
*
```

Löwdin atomic charges, in units of e:
1 C -0.260
2 C -0.121
3 C -0.099
4 C -0.025
5 C -0.239
6 C -0.324
7 C -0.452
8 C -0.063
9 C -0.070
10 C -0.121
11 N 0.112
12 N -0.125
13 O -0.174
14 H 0.141
15 H 0.103
16 H 0.086
17 H 0.087
18 H 0.049
19 H 0.069
20 H 0.084
21 H 0.045
22 H 0.091
23 H 0.099
24 H 0.105

Entry 3:
DFT (ωB97M-V/def2-TZVPD) results for C10H11N3 as an isolated structure at a distorted geometry.

Calculated values
Largest force on an atom (eV/Å): 7.67
DFT total energy (eV): -15011.3874
LUMO energy (Ha): -0.003

The geometry in ORCA input format:
```
! wB97M-V def2-TZVPD RIJCOSX def2/J DEFGRID3
* xyz 0 1
C 3.070 -0.530 -1.314
C 1.843 -0.525 -3.439
C 0.648 0.054 -1.289
C -0.789 0.071 -1.623
C -1.880 0.070 -0.682
C -1.520 -0.002 0.658
C -2.467 0.087 1.577
C -0.870 0.480 3.211
C -0.167 -0.084 1.068
C 0.909 -0.155 0.163
H 2.924 -1.918 -1.205
H 3.747 0.122 -2.313
H 3.163 0.075 -0.124
H 2.765 -0.409 -3.919
H 1.218 0.290 -4.107
H 1.183 -1.359 -3.685
H -1.055 0.257 -2.609
H -2.957 0.149 -1.161
H -3.655 0.023 1.514
H -0.604 0.484 4.266
H 1.741 -0.130 0.845
N 1.799 0.023 -2.050
N -2.236 0.297 2.851
N 0.276 0.483 2.417
*
```

Löwdin atomic charges, in units of e:
1 C -0.088
2 C -0.107
3 C -0.186
4 C 0.000
5 C -0.010
6 C -0.266
7 C -0.167
8 C -0.159
9 C -0.165
10 C -0.017
11 H 0.179
12 H 0.162
13 H 0.138
14 H 0.034
15 H 0.128
16 H 0.079
17 H 0.061
18 H 0.159
19 H 0.166
20 H 0.089
21 H 0.064
22 N -0.259
23 N 0.052
24 N 0.113

Entry 4:
DFT (ωB97M-V/def2-TZVPD) results for C10H11N3O2 in the gas phase at a distorted geometry.

Calculated values
Largest force on an atom (eV/Å): 7.20
DFT total energy (eV): -19106.2964
LUMO energy (spin up / spin down) (Ha): -0.076 / -0.019

The geometry in ORCA input format:
```
! wB97M-V def2-TZVPD RIJCOSX def2/J DEFGRID3
* xyz 0 1
C 0.760 -2.941 -1.085
C -0.437 -3.170 -0.392
C 1.185 -1.599 -1.207
C -1.333 -2.152 0.008
C 0.363 -0.589 -0.775
C -0.941 -0.832 -0.253
C 1.326 1.911 0.264
C 0.698 2.105 -1.024
C -1.082 1.628 0.432
C 0.196 1.507 1.142
N -1.735 0.346 0.094
N -0.645 2.254 -0.822
N 0.322 0.904 2.344
O 1.488 0.775 2.708
O -0.704 0.421 2.923
H 1.347 -3.748 -1.407
H -0.682 -4.179 -0.152
H 2.154 -1.301 -1.423
H -2.428 -2.439 0.405
H 2.044 1.086 0.383
H 1.877 2.734 0.684
H 1.070 2.670 -1.845
H 0.566 0.305 -1.050
H -1.878 2.325 0.920
H -2.453 0.132 0.787
H -1.079 1.846 -1.659
*
```

Löwdin atomic charges, in units of e:
1 C -0.068
2 C -0.091
3 C -0.045
4 C -0.027
5 C -0.056
6 C -0.196
7 C -0.110
8 C -0.088
9 C -0.271
10 C -0.159
11 N 0.068
12 N 0.084
13 N -0.364
14 O 0.026
15 O 0.008
16 H 0.080
17 H 0.088
18 H 0.088
19 H 0.156
20 H 0.150
21 H 0.148
22 H 0.128
23 H -0.011
24 H 0.180
25 H 0.120
26 H 0.160

Entry 5:
DFT (ωB97M-V/def2-TZVPD) results for an isolated ion of composition C10H11N4 and charge +1 at a distorted geometry.

Calculated values
Largest force on an atom (eV/Å): 1.63
DFT total energy (eV): -16499.9505
LUMO energy (Ha): -0.166

The geometry in ORCA input format:
```
! wB97M-V def2-TZVPD RIJCOSX def2/J DEFGRID3
* xyz 1 1
C -2.102 -0.133 -1.490
C 1.302 -1.011 1.467
C -1.158 -1.093 -2.014
C -1.878 0.328 1.849
C -1.466 0.551 -0.505
C 0.084 -0.614 1.077
C -2.105 1.186 0.647
C 2.536 -0.866 0.652
C 2.329 -0.081 -0.647
C -0.092 -0.086 -0.366
N -0.916 -0.478 1.986
N -0.026 -1.072 -1.411
N -2.827 2.205 0.771
N 1.120 0.791 -0.569
H -3.117 -0.014 -1.812
H 1.419 -1.376 2.476
H -1.340 -1.776 -2.823
H -2.590 0.439 2.654
H 3.284 -0.378 1.284
H 2.937 -1.854 0.415
H 3.196 0.544 -0.864
H 2.151 -0.768 -1.477
H -2.970 2.786 -0.049
H 1.208 1.464 0.201
H 1.024 1.305 -1.452
*
```

Löwdin atomic charges, in units of e:
1 C 0.070
2 C 0.018
3 C -0.052
4 C -0.037
5 C -0.071
6 C -0.205
7 C -0.313
8 C -0.128
9 C -0.109
10 C -0.329
11 N 0.133
12 N 0.133
13 N 0.207
14 N 0.146
15 H 0.129
16 H 0.133
17 H 0.130
18 H 0.131
19 H 0.129
20 H 0.138
21 H 0.140
22 H 0.122
23 H 0.081
24 H 0.204
25 H 0.198

Entry 6:
DFT (ωB97M-V/def2-TZVPD) results for C10H11NO2 in the gas phase at a distorted geometry.

Calculated values
Largest force on an atom (eV/Å): 4.63
DFT total energy (eV): -16125.5836
LUMO energy (Ha): 0.000

The geometry in ORCA input format:
```
! wB97M-V def2-TZVPD RIJCOSX def2/J DEFGRID3
* xyz 0 1
C 0.069 -0.957 -0.509
C 1.240 -0.578 -0.712
C 0.642 1.415 1.040
C -0.663 0.607 0.877
C 1.839 1.344 0.481
C -1.067 -0.432 0.207
C 2.394 0.265 -0.345
C 3.237 0.706 -1.562
C -3.112 -1.054 -0.975
C -2.342 -1.247 0.322
N 3.106 -0.786 0.636
O 2.461 -1.073 1.597
O 4.132 -1.261 0.298
H 0.425 2.340 1.640
H -1.458 1.113 1.437
H 2.633 2.078 0.793
H 3.923 1.537 -1.293
H 2.348 0.885 -2.211
H 3.979 -0.095 -1.871
H -4.080 -1.712 -1.070
H -2.466 -1.253 -1.843
H -3.400 -0.016 -1.329
H -2.029 -2.287 0.440
H -3.109 -0.919 1.058
*
```

Löwdin atomic charges, in units of e:
1 C 0.082
2 C 0.060
3 C -0.013
4 C -0.028
5 C -0.066
6 C -0.277
7 C -0.399
8 C -0.009
9 C -0.145
10 C -0.201
11 N -0.370
12 O 0.100
13 O 0.104
14 H 0.119
15 H 0.112
16 H 0.143
17 H 0.090
18 H 0.104
19 H 0.102
20 H 0.105
21 H 0.060
22 H 0.089
23 H 0.118
24 H 0.120

Entry 7:
DFT (ωB97M-V/def2-TZVPD) results for C10H11NO2 in the gas phase at a distorted geometry.

Calculated values
Largest force on an atom (eV/Å): 3.63
DFT total energy (eV): -16129.9838
LUMO energy (Ha): 0.013

The geometry in ORCA input format:
```
! wB97M-V def2-TZVPD RIJCOSX def2/J DEFGRID3
* xyz 0 1
C -1.628 -0.417 1.738
C -1.031 -1.783 -1.195
C 3.736 -0.928 -0.620
C -2.168 1.643 -0.673
C -1.392 -0.543 -1.476
C 2.656 -0.970 0.150
C -1.525 0.533 -0.488
C 1.416 -0.170 -0.067
C -0.286 1.533 1.520
C -0.757 0.272 0.810
N -2.340 -0.941 2.458
O 1.426 0.791 -0.799
O 0.417 -0.547 0.653
H -1.183 -2.516 -1.957
H -0.607 -1.990 -0.281
H 4.556 -1.554 -0.581
H 3.468 -0.460 -1.553
H -2.234 2.399 0.110
H -2.588 1.822 -1.596
H -1.883 -0.175 -2.393
H 2.549 -1.677 0.988
H -0.148 2.398 0.744
H 0.593 1.384 2.259
H -1.048 1.894 2.249
*
```

Löwdin atomic charges, in units of e:
1 C -0.150
2 C 0.072
3 C 0.075
4 C 0.099
5 C -0.096
6 C -0.052
7 C -0.261
8 C -0.547
9 C -0.018
10 C -0.432
11 N 0.206
12 O 0.127
13 O 0.003
14 H 0.069
15 H 0.045
16 H 0.045
17 H 0.075
18 H 0.089
19 H 0.056
20 H 0.122
21 H 0.116
22 H 0.127
23 H 0.135
24 H 0.096

Entry 8:
DFT (ωB97M-V/def2-TZVPD) results for C10H11NO2S in the gas phase at a distorted geometry.

Calculated values
Largest force on an atom (eV/Å): 5.62
DFT total energy (eV): -26962.7135
LUMO energy (spin up / spin down) (Ha): -0.009 / -0.002

The geometry in ORCA input format:
```
! wB97M-V def2-TZVPD RIJCOSX def2/J DEFGRID3
* xyz 0 1
C -2.008 -1.456 -0.152
C -0.934 -0.777 -0.558
C 0.415 -0.957 -0.299
C 1.315 0.151 -0.095
C -3.098 -0.532 -0.043
C -1.170 0.685 -0.638
C 2.507 -0.888 0.535
C -0.148 0.922 0.339
C 1.817 0.909 -1.395
C -0.671 0.978 1.746
N -2.571 0.699 -0.263
O -4.241 -0.707 0.238
O 3.501 -0.865 -0.359
S 1.265 -2.334 0.366
H -2.172 -2.511 0.182
H -1.121 1.136 -1.649
H 2.823 -0.612 1.613
H 1.135 1.718 -1.618
H 1.915 0.149 -2.184
H 2.815 1.156 -1.179
H 0.045 1.383 2.484
H -1.032 0.071 2.120
H -1.560 1.543 1.536
H -3.007 1.555 -0.481
H 4.181 -1.415 -0.243
*
```

Löwdin atomic charges, in units of e:
1 C 0.040
2 C -0.235
3 C -0.503
4 C -0.251
5 C -0.558
6 C -0.246
7 C -0.462
8 C -0.051
9 C -0.009
10 C -0.022
11 N 0.113
12 O 0.071
13 O 0.001
14 S 0.994
15 H 0.140
16 H 0.169
17 H 0.145
18 H 0.075
19 H 0.096
20 H 0.051
21 H 0.097
22 H 0.074
23 H 0.080
24 H 0.143
25 H 0.050

Question: Number 5 is which compound?
Answer: C10H11N4